Entry 1:
The following is a quantum chemistry calculation of a 2-piece molecular cluster, C3H12N4O overall in a non-equilibrium geometry, from the Open Molecules 2025 dataset.

Structure (XYZ):
```
20
Properties=species:S:1:pos:R:3:nbo_charge:R:1
C -1.750 -0.075 1.123 -0.48
C -1.840 0.309 -1.249 -0.43
N -1.011 0.118 -0.073 -0.30
N -0.266 1.524 0.346 -0.74
H 0.687 1.416 -0.007 0.37
H -0.620 2.426 0.002 0.36
H -2.749 0.380 1.157 0.18
H -1.209 0.577 -2.096 0.21
H -1.079 0.664 1.761 0.27
H -1.739 -1.115 1.425 0.20
H -2.343 -0.638 -1.462 0.21
H -2.607 1.082 -1.107 0.18
C 2.566 -0.920 -0.143 0.77
N 1.479 -1.308 -0.877 -0.87
N 2.240 -0.394 1.091 -0.87
O 3.699 -0.880 -0.582 -0.66
H 1.316 -0.535 1.469 0.39
H 1.658 -1.491 -1.850 0.40
H 0.554 -0.981 -0.616 0.41
H 3.017 -0.161 1.687 0.41
```

Output
molar mass: 120.156 g mol⁻¹
strongest force on any atom: 0.07979 hartree/bohr
HOMO level: -0.353 Eh
E: -11312.18352 eV
SMILES: NC(N)=O.CN(C)N
LUMO level: 0.72 eV
spin multiplicity: 1
Kohn-Sham gap: 10.3 eV

=====

Entry 2:
The following is a quantum chemistry calculation of C5H8S in the gas phase in a non-equilibrium geometry, from the Open Molecules 2025 dataset.

Structure (XYZ):
```
14
Properties=species:S:1:pos:R:3:nbo_charge:R:1
C 0.252 -0.765 0.922 -0.22
C 0.482 -0.559 -0.371 0.05
C -0.002 0.644 0.472 -0.19
C 1.093 -0.725 -1.700 -0.66
C -1.505 1.164 0.298 -0.61
S 0.983 1.997 1.132 -0.05
H 0.202 -1.594 1.569 0.22
H 2.001 -1.319 -1.562 0.24
H 1.243 0.248 -2.127 0.24
H 0.355 -1.238 -2.285 0.24
H -2.034 0.682 -0.423 0.21
H -1.272 2.232 0.035 0.20
H -2.002 1.256 1.196 0.21
H 2.181 1.338 1.298 0.13
```

Output
molar mass: 100.186 g mol⁻¹
strongest force on any atom: 0.11587 hartree/bohr
HOMO level: -0.311 Eh
E: -16146.80067 eV
SMILES: CC1=C[C@@]1(C)S
LUMO level: 0.84 eV
spin multiplicity: 1
Kohn-Sham gap: 9.3 eV

=====

Entry 3:
The following is a quantum chemistry calculation of CH2ClOP as an isolated structure in a non-equilibrium geometry, from the Open Molecules 2025 dataset.

Structure (XYZ):
```
6
Properties=species:S:1:pos:R:3:nbo_charge:R:1
C 0.884 -0.048 0.140 -0.70
O -2.115 0.838 -0.749 -1.03
P -1.474 0.455 0.466 1.32
Cl -0.166 -1.543 -0.004 -0.02
H 1.642 -0.024 0.962 0.22
H 1.228 0.321 -0.814 0.21
```

Output
molar mass: 96.453 g mol⁻¹
strongest force on any atom: 0.07340 hartree/bohr
HOMO level: -0.320 Eh
E: -24926.20690 eV
LUMO level: 0.02 eV
spin multiplicity: 1
Kohn-Sham gap: 8.7 eV

=====

Entry 4:
The following is a quantum chemistry calculation of a 3-piece molecular cluster, C5H14FN2 overall in a non-equilibrium geometry, from the Open Molecules 2025 dataset.

Structure (XYZ):
```
22
Properties=species:S:1:pos:R:3:nbo_charge:R:1
C 0.089 1.856 -0.686 -0.67
C -1.574 0.051 -2.462 -0.68
C -1.243 1.196 -0.255 -0.19
C -1.795 0.291 -1.043 -0.21
C 0.103 -2.315 1.085 0.56
N 0.661 -1.280 0.556 -0.74
N 3.161 -0.997 1.235 -0.95
F 0.958 -3.024 1.871 -0.32
H 0.599 2.136 0.207 0.21
H 0.085 2.794 -1.251 0.25
H 0.705 1.156 -1.205 0.20
H -2.187 -0.676 -2.947 0.24
H -1.680 0.959 -3.130 0.25
H -0.581 -0.397 -2.623 0.21
H -1.511 1.331 0.774 0.21
H -2.773 -0.138 -0.603 0.21
H -1.041 -2.542 1.298 0.23
H 1.971 -1.053 1.141 0.44
H 0.062 -0.659 0.015 0.44
H 3.365 -1.666 0.473 0.45
H 3.385 -1.417 2.164 0.44
H 3.382 -0.031 1.223 0.44
```

Output
molar mass: 121.179 g mol⁻¹
strongest force on any atom: 0.08670 hartree/bohr
HOMO level: -0.470 Eh
E: -11101.49108 eV
LUMO level: -3.64 eV
spin multiplicity: 1
Kohn-Sham gap: 9.1 eV
net charge: +1

=====

Entry 5:
The following is a quantum chemistry calculation of C25H23BrN6OSn as an isolated structure in a non-equilibrium geometry, from the Open Molecules 2025 dataset.

Structure (XYZ):
```
57
Properties=species:S:1:pos:R:3:nbo_charge:R:1
Sn -1.588 0.034 -0.851 1.77
C 2.497 -5.074 -0.163 -0.64
C 1.847 -3.736 -0.002 0.04
C 2.534 -2.569 -0.329 -0.19
C 1.906 -1.327 -0.212 -0.27
C 0.580 -1.194 0.247 0.17
N 0.013 0.025 0.369 -0.84
C 0.398 0.905 1.330 0.25
C 1.484 0.712 2.210 -0.28
C 1.939 1.708 3.083 -0.14
C 1.320 2.953 3.117 -0.03
C 1.792 4.019 4.056 -0.63
C 0.195 3.158 2.313 -0.18
C -0.285 2.146 1.447 0.03
N -1.490 2.418 0.713 -0.14
C -1.954 3.675 0.330 0.05
C -3.149 3.497 -0.323 -0.29
C -3.372 2.117 -0.259 -0.03
N -2.422 1.473 0.408 -0.41
C -0.144 -2.385 0.495 0.09
C 0.506 -3.637 0.395 -0.21
N -1.540 -2.367 0.833 -0.16
C -2.234 -3.367 1.514 0.03
C -3.544 -2.965 1.619 -0.30
C -3.582 -1.739 0.946 0.04
N -2.411 -1.405 0.419 -0.40
H 3.584 -5.001 -0.045 0.24
H 2.135 -5.777 0.595 0.24
H 2.279 -5.480 -1.156 0.24
H 3.561 -2.604 -0.680 0.24
H 2.459 -0.424 -0.468 0.24
H 2.012 -0.239 2.213 0.23
H 2.790 1.490 3.720 0.24
H 2.857 3.902 4.280 0.23
H 1.663 5.012 3.611 0.23
H 1.228 3.974 4.992 0.24
H -0.336 4.100 2.406 0.22
H -1.356 4.557 0.496 0.27
H -3.758 4.252 -0.792 0.28
H -4.192 1.538 -0.660 0.24
H -0.042 -4.558 0.567 0.23
H -1.720 -4.223 1.915 0.25
H -4.347 -3.475 2.127 0.27
H -4.414 -1.065 0.801 0.23
O 1.753 1.363 -5.742 -0.60
C 1.145 0.949 -4.594 0.41
C 1.746 0.035 -3.743 -0.29
C 1.047 -0.322 -2.602 0.11
N -0.170 0.167 -2.280 -0.65
C -0.708 1.045 -3.131 0.14
Br -2.381 1.673 -2.623 0.33
C -0.102 1.472 -4.297 -0.29
H 2.615 0.921 -5.826 0.50
H 2.719 -0.394 -3.942 0.26
H 1.460 -1.033 -1.892 0.26
H -0.578 2.187 -4.958 0.28
H -2.250 -1.112 -1.997 -0.15
```

Output
molar mass: 622.115 g mol⁻¹
strongest force on any atom: 0.07797 hartree/bohr
HOMO level: -0.478 Eh
E: -113141.68214 eV
LUMO level: -6.66 eV
spin multiplicity: 1
Kohn-Sham gap: 6.3 eV
net charge: +2

=====

Entry 6:
The following is a quantum chemistry calculation of a 2-piece molecular cluster, C3H10NO overall in a non-equilibrium geometry, from the Open Molecules 2025 dataset.

Structure (XYZ):
```
15
Properties=species:S:1:pos:R:3:nbo_charge:R:1
C -0.081 2.568 1.227 -0.66
C -0.047 1.114 1.175 -0.09
C -0.651 0.333 0.254 -0.12
N -0.547 -1.071 -0.132 -0.74
H -0.577 3.027 2.126 0.26
H 0.929 2.906 1.206 0.25
H -0.481 2.925 0.267 0.23
H 0.642 0.612 1.925 0.21
H -1.214 0.884 -0.590 0.21
H -1.126 -1.474 -1.031 0.50
H 0.384 -1.292 -0.588 0.47
H -0.514 -1.660 0.761 0.46
H 0.649 -3.323 -2.726 0.50
H 1.805 -2.727 -1.882 0.50
O 0.828 -2.823 -1.993 -0.99
```

Output
molar mass: 76.119 g mol⁻¹
strongest force on any atom: 0.09325 hartree/bohr
HOMO level: -0.529 Eh
E: -6802.55922 eV
LUMO level: -3.67 eV
spin multiplicity: 1
Kohn-Sham gap: 10.7 eV
net charge: +1

=====

Q: Number 1 is which compound?
A: C3H12N4O

=====

Q: Which formula does entry 4 have?
A: C5H14FN2

=====

Q: Which value of HOMO level does entry 4 give?
A: -0.470 Eh

=====

Q: Look up the spin multiplicity of the fourth one.
A: 1